The following is a DFT calculation (ωB97M-V/def2-TZVPD) of 9 unconnected molecules or ions with the total composition C75H167N8O in a non-equilibrium geometry.

Last column: Mulliken charge in e.
CARTESIAN COORDINATES (ANGSTROEM)
C: -15.381 -4.503 -9.041  -1.251
C: -16.254 -5.620 -9.446  0.576
C: -15.931 -6.869 -8.677  -1.196
O: -17.643 -5.406 -9.359  -0.965
H: -15.397 -4.163 -8.005  0.337
H: -15.509 -3.665 -9.726  0.312
H: -14.373 -4.853 -9.258  0.323
H: -15.992 -5.854 -10.478  0.040
H: -15.979 -6.578 -7.628  0.276
H: -14.898 -7.063 -8.965  0.273
H: -16.500 -7.792 -8.781  0.285
C: -20.472 -10.064 -6.012  -1.084
C: -20.788 -11.547 -6.191  -1.014
C: -20.314 -12.167 -7.417  -0.054
C: -21.339 -11.828 -8.523  -1.012
N: -20.990 -12.531 -9.776  0.305
C: -22.136 -12.354 -10.752  -0.586
C: -22.296 -13.715 -11.549  -0.496
C: -21.275 -14.747 -10.904  -0.748
C: -20.903 -14.071 -9.556  -0.589
C: -19.648 -12.139 -10.335  -0.872
H: -19.402 -9.993 -5.813  0.304
H: -20.905 -9.723 -5.072  0.355
H: -20.714 -9.517 -6.924  0.295
H: -21.801 -11.843 -5.921  0.420
H: -20.280 -12.071 -5.382  0.376
H: -20.094 -13.219 -7.232  0.371
H: -19.313 -11.811 -7.659  0.222
H: -21.468 -10.758 -8.692  0.519
H: -22.348 -12.133 -8.244  0.411
H: -21.817 -11.552 -11.418  0.338
H: -23.002 -11.960 -10.220  0.375
H: -22.070 -13.651 -12.613  0.294
H: -23.335 -14.046 -11.536  0.348
H: -20.448 -14.986 -11.573  0.369
H: -21.753 -15.704 -10.698  0.373
H: -19.948 -14.423 -9.164  0.344
H: -21.706 -14.301 -8.856  0.429
H: -18.908 -12.233 -9.541  0.297
H: -19.592 -11.209 -10.901  0.295
H: -19.438 -12.911 -11.075  0.414
C: -11.121 -3.730 -2.838  -1.353
C: -11.926 -3.125 -1.674  -0.538
C: -11.408 -3.507 -0.221  -0.215
C: -11.848 -2.285 0.618  -1.285
N: -11.485 -2.281 2.134  0.426
C: -9.965 -2.471 2.414  -0.595
C: -9.489 -1.386 3.325  -0.521
C: -10.368 -0.213 2.830  -0.597
C: -11.774 -0.851 2.640  -0.570
C: -12.181 -3.388 2.890  -1.096
H: -11.694 -3.713 -3.764  0.374
H: -10.731 -4.722 -2.610  0.336
H: -10.239 -3.118 -3.030  0.368
H: -12.991 -3.355 -1.676  0.362
H: -11.855 -2.046 -1.813  0.351
H: -10.333 -3.603 -0.378  0.416
H: -11.882 -4.363 0.260  0.236
H: -12.887 -1.958 0.567  0.508
H: -11.355 -1.399 0.218  0.483
H: -9.837 -3.470 2.829  0.387
H: -9.511 -2.443 1.424  0.253
H: -9.793 -1.699 4.324  0.321
H: -8.431 -1.145 3.432  0.377
H: -10.346 0.510 3.645  0.392
H: -10.173 0.285 1.880  0.310
H: -12.211 -0.932 3.635  0.395
H: -12.456 -0.225 2.065  0.286
H: -11.964 -4.340 2.406  0.392
H: -13.247 -3.160 2.892  0.322
H: -11.826 -3.334 3.919  0.475
C: -14.731 10.188 -7.182  -1.323
C: -14.103 9.037 -8.052  -0.542
C: -13.630 7.907 -7.162  -0.295
C: -13.141 6.822 -8.165  -0.951
N: -12.445 5.591 -7.366  0.106
C: -13.402 4.998 -6.254  -0.665
C: -12.913 3.605 -5.971  -0.625
C: -12.347 3.161 -7.320  -0.641
C: -12.285 4.356 -8.319  -0.570
C: -11.123 5.937 -6.654  -0.950
H: -15.469 9.848 -6.456  0.367
H: -15.361 10.790 -7.837  0.384
H: -13.960 10.824 -6.747  0.353
H: -13.338 9.538 -8.646  0.308
H: -14.821 8.637 -8.767  0.370
H: -14.468 7.605 -6.535  0.372
H: -12.848 8.190 -6.457  0.294
H: -12.500 7.132 -8.990  0.458
H: -14.045 6.444 -8.641  0.389
H: -13.381 5.659 -5.388  0.442
H: -14.404 5.049 -6.681  0.439
H: -12.105 3.576 -5.240  0.369
H: -13.774 2.975 -5.745  0.308
H: -11.390 2.687 -7.103  0.300
H: -12.893 2.363 -7.823  0.388
H: -11.286 4.363 -8.754  0.370
H: -13.068 4.330 -9.077  0.416
H: -10.641 6.606 -7.367  0.402
H: -10.514 5.073 -6.386  0.367
H: -11.229 6.550 -5.759  0.360
C: -12.538 1.540 -14.935  -1.180
C: -11.203 2.264 -15.042  -0.514
C: -11.370 3.756 -15.587  -0.555
C: -12.242 4.742 -14.680  -0.761
N: -12.681 6.141 -15.311  0.062
C: -13.463 7.067 -14.378  -0.513
C: -14.249 8.003 -15.302  -0.764
C: -14.453 7.269 -16.527  -0.563
C: -13.664 5.986 -16.560  -0.741
C: -11.453 6.899 -15.792  -0.984
H: -12.370 0.464 -14.893  0.370
H: -13.244 1.575 -15.765  0.339
H: -13.156 1.823 -14.083  0.292
H: -10.518 1.853 -15.783  0.349
H: -10.671 2.062 -14.113  0.333
H: -11.936 3.713 -16.518  0.335
H: -10.417 4.252 -15.771  0.428
H: -11.694 5.107 -13.812  0.442
H: -13.127 4.329 -14.196  0.381
H: -12.893 7.648 -13.652  0.382
H: -14.115 6.410 -13.803  0.400
H: -13.605 8.881 -15.354  0.372
H: -15.205 8.309 -14.876  0.337
H: -14.033 7.843 -17.353  0.293
H: -15.519 7.205 -16.745  0.422
H: -13.140 5.665 -17.460  0.483
H: -14.220 5.107 -16.235  0.377
H: -11.240 6.446 -16.760  0.398
H: -10.682 6.885 -15.022  0.310
H: -11.819 7.911 -15.964  0.469
C: -6.661 -7.048 -17.066  -1.309
C: -6.928 -8.096 -15.880  -0.588
C: -8.216 -7.969 -15.138  -0.394
C: -8.645 -9.231 -14.246  -0.826
N: -10.100 -9.183 -13.736  0.271
C: -10.461 -10.224 -12.647  -0.537
C: -11.652 -11.058 -13.221  -0.600
C: -12.237 -10.070 -14.255  -0.644
C: -11.069 -9.507 -14.980  -0.628
C: -10.460 -7.788 -12.985  -0.970
H: -7.332 -7.117 -17.922  0.351
H: -5.665 -7.179 -17.487  0.375
H: -6.800 -6.002 -16.793  0.342
H: -6.067 -7.974 -15.223  0.319
H: -6.959 -9.107 -16.286  0.362
H: -9.019 -7.966 -15.875  0.336
H: -8.239 -7.032 -14.581  0.400
H: -8.190 -9.353 -13.264  0.431
H: -8.601 -10.201 -14.741  0.408
H: -10.694 -9.834 -11.656  0.391
H: -9.626 -10.917 -12.542  0.304
H: -12.168 -11.246 -12.279  0.324
H: -11.227 -11.965 -13.649  0.353
H: -12.793 -9.275 -13.759  0.249
H: -12.952 -10.513 -14.949  0.449
H: -11.301 -8.612 -15.557  0.321
H: -10.600 -10.156 -15.720  0.449
H: -10.012 -7.832 -11.993  0.364
H: -11.546 -7.836 -12.899  0.412
H: -9.984 -7.106 -13.690  0.282
C: -19.931 -5.705 -21.420  -1.102
C: -18.500 -5.095 -21.264  -0.685
C: -17.980 -5.151 -19.762  -0.443
C: -19.084 -5.158 -18.693  -1.158
N: -18.486 -4.796 -17.289  0.345
C: -17.808 -3.357 -17.349  -0.578
C: -18.270 -2.775 -15.996  -0.734
C: -19.757 -3.284 -15.949  -0.607
C: -19.590 -4.711 -16.270  -0.419
C: -17.547 -5.934 -16.773  -1.031
H: -20.631 -5.423 -20.634  0.321
H: -19.753 -6.778 -21.497  0.295
H: -20.444 -5.208 -22.244  0.385
H: -18.530 -4.039 -21.531  0.347
H: -17.772 -5.469 -21.984  0.421
H: -17.346 -4.271 -19.662  0.252
H: -17.403 -6.061 -19.593  0.407
H: -19.523 -6.155 -18.653  0.439
H: -19.913 -4.469 -18.854  0.585
H: -16.732 -3.502 -17.259  0.312
H: -18.213 -2.647 -18.070  0.434
H: -17.770 -3.176 -15.115  0.336
H: -18.199 -1.692 -15.896  0.394
H: -20.021 -3.089 -14.910  0.366
H: -20.452 -2.761 -16.606  0.330
H: -19.214 -5.196 -15.370  0.338
H: -20.462 -5.239 -16.658  0.287
H: -17.262 -5.648 -15.760  0.465
H: -16.721 -6.056 -17.474  0.372
H: -17.967 -6.929 -16.915  0.325
C: -19.380 -3.424 -2.856  -1.147
C: -20.019 -2.052 -2.850  -0.673
C: -20.070 -1.375 -4.263  -0.573
C: -20.971 -2.082 -5.291  -0.911
N: -21.565 -1.142 -6.349  0.184
C: -22.618 -1.905 -7.249  -0.611
C: -23.648 -0.904 -7.670  -0.569
C: -23.611 0.339 -6.735  -0.609
C: -22.542 -0.099 -5.693  -0.543
C: -20.422 -0.504 -7.208  -0.951
H: -19.594 -4.029 -3.737  0.344
H: -19.714 -3.912 -1.941  0.327
H: -18.297 -3.333 -2.766  0.291
H: -19.379 -1.499 -2.162  0.351
H: -21.010 -2.083 -2.396  0.392
H: -19.065 -1.303 -4.679  0.376
H: -20.486 -0.380 -4.105  0.318
H: -21.840 -2.373 -4.702  0.359
H: -20.503 -2.952 -5.753  0.648
H: -22.091 -2.339 -8.099  0.390
H: -22.936 -2.722 -6.602  0.395
H: -23.620 -0.587 -8.713  0.317
H: -24.622 -1.391 -7.615  0.363
H: -23.405 1.237 -7.318  0.343
H: -24.564 0.307 -6.206  0.294
H: -21.995 0.788 -5.372  0.396
H: -23.079 -0.595 -4.885  0.374
H: -20.892 0.268 -7.818  0.396
H: -19.844 -1.263 -7.735  0.366
H: -19.792 -0.030 -6.455  0.359
C: -13.146 -15.377 0.305  -1.099
C: -11.958 -15.797 -0.518  -0.713
C: -11.963 -15.066 -1.957  -0.546
C: -11.440 -13.639 -2.054  -0.537
N: -11.534 -12.910 -3.400  0.135
C: -11.430 -11.347 -3.211  -0.665
C: -12.871 -10.816 -2.701  -0.654
C: -13.779 -11.927 -3.249  -0.419
C: -12.897 -12.877 -4.062  -0.826
C: -10.498 -13.401 -4.406  -0.969
H: -14.049 -15.515 -0.289  0.288
H: -13.098 -14.373 0.726  0.274
H: -13.282 -16.140 1.072  0.394
H: -11.899 -16.885 -0.561  0.391
H: -11.018 -15.811 0.033  0.425
H: -12.976 -15.104 -2.358  0.210
H: -11.363 -15.628 -2.673  0.331
H: -10.416 -13.620 -1.680  0.324
H: -11.884 -12.916 -1.370  0.391
H: -11.121 -11.001 -4.197  0.450
H: -10.670 -11.130 -2.460  0.356
H: -13.147 -9.814 -3.032  0.348
H: -12.897 -10.721 -1.616  0.332
H: -14.529 -11.538 -3.937  0.395
H: -14.367 -12.575 -2.599  0.303
H: -12.762 -12.513 -5.080  0.499
H: -13.371 -13.859 -4.069  0.430
H: -9.578 -13.073 -3.921  0.427
H: -10.640 -12.959 -5.393  0.401
H: -10.532 -14.481 -4.550  0.322

Its charge is +7. The HOMO-LUMO gap is 4.12 eV. The energy above the lowest of the compared OMol25 structures with the same formula, charge and spin is 233.9 kJ/mol. As for the highest occupied orbital energy: -13.4320 eV. As for the total energy: -3468.3102 a.u. For the strongest force on any atom, the calculation gives 4.893 eV Å⁻¹.